{
  "formula": "C24H26N4SiTl",
  "method": "the ωB97M-V functional and the def2-TZVPD basis",
  "symbols": ["C", "C", "C", "H", "C", "C", "H", "H", "H", "H", "Tl", "C", "H", "H", "H", "Si", "C", "C", "H", "C", "H", "C", "H", "C", "H", "C", "H", "C", "C", "H", "C", "H", "C", "H", "C", "H", "C", "H", "H", "H", "N", "C", "C", "N", "C", "C", "N", "C", "C", "N", "H", "H", "H", "H", "H", "H"],
  "positions_angstrom": [[-0.360, -1.818, 1.931], [-0.722, -2.658, 0.834], [0.465, -2.958, 0.102], [-1.718, -3.051, 0.618], [1.558, -2.305, 0.747], [1.046, -1.598, 1.869], [1.634, -1.021, 2.578], [-1.037, -1.449, 2.703], [0.520, -3.602, -0.777], [2.603, -2.364, 0.453], [0.308, 0.152, -1.041], [-3.636, 0.499, -4.227], [-2.647, 0.089, -4.515], [-4.259, 0.043, -5.019], [-4.427, 0.152, -3.400], [-3.126, 0.032, -2.426], [-4.171, 0.471, -0.966], [-4.058, -0.286, 0.211], [-3.259, -1.035, 0.307], [-4.971, -0.078, 1.252], [-4.931, -0.720, 2.133], [-5.939, 0.932, 1.141], [-6.687, 1.058, 1.928], [-5.948, 1.782, 0.025], [-6.672, 2.594, -0.047], [-5.036, 1.576, -1.018], [-4.992, 2.252, -1.878], [-2.794, -1.785, -2.462], [-3.851, -2.661, -2.164], [-4.786, -2.270, -1.746], [-3.720, -4.035, -2.413], [-4.562, -4.705, -2.205], [-2.505, -4.527, -2.917], [-2.405, -5.592, -3.129], [-1.421, -3.664, -3.142], [-0.457, -4.057, -3.480], [-1.572, -2.289, -2.935], [-0.739, -1.594, -3.130], [-1.936, 0.916, -2.293], [-3.629, 1.601, -4.255], [3.756, 3.010, 0.216], [4.423, 1.990, 0.871], [3.576, 0.914, 0.856], [2.414, 1.253, 0.191], [2.536, 2.539, -0.181], [1.542, 3.324, -0.907], [0.293, 2.929, -1.213], [-0.296, 3.968, -1.897], [0.593, 5.011, -2.015], [1.749, 4.589, -1.387], [4.098, 3.952, 0.063], [5.412, 2.100, 1.288], [3.704, -0.074, 1.284], [-1.308, 3.905, -2.252], [0.497, 5.971, -2.485], [2.614, 5.117, -1.305]],
  "nbo_charge": [-0.334, -0.379, -0.373, 0.194, -0.376, -0.360, 0.202, 0.205, 0.199, 0.203, 0.794, -1.035, 0.362, 0.351, 0.345, 1.378, -0.455, -0.210, 0.256, -0.183, 0.238, -0.174, 0.234, -0.207, 0.230, -0.227, 0.198, -0.568, -0.131, 0.214, -0.219, 0.234, -0.162, 0.234, -0.195, 0.236, -0.172, 0.211, -0.130, 0.301, -0.500, -0.070, -0.062, -0.501, 0.283, 0.298, -0.499, -0.082, -0.081, -0.495, 0.419, 0.238, 0.249, 0.212, 0.237, 0.424],
  "total_charge": 1,
  "lumo_energy_ha": -0.1276
}

---

{
  "formula": "C24H26N6O",
  "method": "the ωB97M-V functional and the def2-TZVPD basis",
  "symbols": ["C", "C", "C", "C", "N", "N", "H", "C", "N", "C", "C", "C", "O", "N", "C", "C", "C", "C", "C", "C", "H", "H", "C", "N", "C", "C", "C", "C", "C", "C", "N", "H", "H", "H", "H", "H", "H", "H", "H", "H", "C", "C", "C", "H", "H", "H", "H", "H", "H", "H", "H", "H", "H", "H", "H", "H", "H"],
  "positions_angstrom": [[-0.289, -2.277, -2.228], [0.820, -2.349, -1.246], [2.179, -2.157, -1.376], [2.704, -2.309, -0.078], [1.734, -2.583, 0.779], [0.611, -2.611, 0.062], [-0.271, -2.791, 0.513], [4.105, -2.106, 0.410], [4.359, -0.673, 0.527], [4.828, -0.064, -0.705], [4.631, 1.455, -0.661], [3.150, 1.840, -0.746], [2.774, 2.761, -1.440], [2.348, 1.059, 0.022], [0.961, 1.002, 0.055], [0.147, 1.584, -0.917], [-1.219, 1.414, -0.861], [-1.814, 0.684, 0.170], [-0.996, 0.126, 1.154], [0.372, 0.279, 1.094], [1.002, -0.181, 1.842], [-1.423, -0.453, 1.961], [-3.252, 0.514, 0.175], [-4.020, 0.703, -0.867], [-5.295, 0.438, -0.454], [-6.498, 0.480, -1.153], [-7.649, 0.161, -0.465], [-7.625, -0.194, 0.886], [-6.444, -0.246, 1.599], [-5.284, 0.073, 0.915], [-3.966, 0.121, 1.284], [-3.601, -0.030, 2.209], [-6.427, -0.521, 2.644], [-8.554, -0.434, 1.382], [-8.599, 0.186, -0.978], [-6.515, 0.756, -2.195], [-1.860, 1.839, -1.618], [0.597, 2.157, -1.710], [2.844, 0.317, 0.530], [5.096, 1.899, -1.547], [5.325, 2.031, 0.582], [4.972, 1.258, 1.851], [5.173, -0.244, 1.647], [4.855, -0.784, 2.542], [6.244, -0.456, 1.477], [3.933, 1.448, 2.125], [5.602, 1.599, 2.674], [5.061, 3.083, 0.696], [6.405, 1.972, 0.423], [4.261, -0.478, -1.540], [5.897, -0.285, -0.873], [4.828, -2.595, -0.260], [4.182, -2.562, 1.399], [2.710, -1.952, -2.282], [-0.947, -1.439, -1.992], [-0.882, -3.191, -2.211], [0.108, -2.133, -3.228]],
  "nbo_charge": [-0.650, 0.174, -0.359, 0.132, -0.289, -0.329, 0.408, -0.242, -0.471, -0.221, -0.310, 0.691, -0.614, -0.664, 0.165, -0.241, -0.149, -0.135, -0.204, -0.193, 0.219, 0.197, 0.384, -0.462, 0.069, -0.192, -0.233, -0.215, -0.266, 0.166, -0.556, 0.415, 0.211, 0.212, 0.212, 0.221, 0.239, 0.254, 0.449, 0.239, -0.392, -0.410, -0.210, 0.207, 0.164, 0.207, 0.216, 0.225, 0.204, 0.214, 0.181, 0.189, 0.225, 0.224, 0.240, 0.223, 0.233],
  "lumo_energy_ha": 0.0207
}

---

{
  "formula": "C24H26N6O3S",
  "method": "the ωB97M-V functional and the def2-TZVPD basis",
  "symbols": ["C", "C", "C", "C", "C", "C", "C", "H", "H", "N", "C", "O", "C", "C", "N", "H", "H", "C", "N", "S", "C", "O", "N", "H", "H", "C", "C", "C", "C", "N", "C", "C", "H", "H", "H", "H", "H", "C", "O", "N", "H", "C", "C", "H", "H", "C", "H", "H", "C", "H", "H", "C", "H", "H", "H", "H", "H", "H", "H", "H"],
  "positions_angstrom": [[5.626, -0.994, 3.177], [4.392, -0.588, 2.432], [4.424, -0.400, 1.055], [3.294, -0.007, 0.367], [2.099, 0.195, 1.051], [2.058, 0.027, 2.430], [3.198, -0.364, 3.106], [3.157, -0.497, 4.177], [1.137, 0.207, 2.964], [0.949, 0.634, 0.352], [0.372, -0.061, -0.664], [-0.514, 0.448, -1.363], [0.748, -1.441, -0.887], [0.197, -2.223, -1.912], [-0.607, -1.803, -2.891], [-0.933, -0.849, -2.860], [-0.955, -2.500, -3.534], [0.639, -3.578, -1.770], [1.424, -3.807, -0.740], [1.718, -2.473, 0.124], [0.227, -4.660, -2.686], [-0.531, -4.470, -3.625], [0.757, -5.861, -2.389], [1.364, -5.949, -1.592], [0.526, -6.663, -2.950], [0.369, 1.907, 0.785], [0.224, 2.897, -0.345], [-0.786, 3.853, -0.341], [-0.847, 4.760, -1.387], [0.007, 4.773, -2.396], [0.977, 3.876, -2.390], [1.138, 2.928, -1.393], [1.954, 2.225, -1.436], [1.662, 3.922, -3.226], [-1.621, 5.516, -1.421], [-1.505, 3.894, 0.461], [1.067, 2.331, 1.518], [-0.943, 1.617, 1.555], [-0.977, 1.663, 2.769], [-1.974, 1.296, 0.768], [-1.800, 1.190, -0.227], [-3.251, 0.834, 1.266], [-4.386, 1.486, 0.466], [-4.118, 2.488, 0.133], [-5.281, 1.552, 1.086], [-4.621, 0.515, -0.687], [-5.577, 0.675, -1.183], [-3.826, 0.614, -1.428], [-4.536, -0.846, -0.001], [-5.479, -1.059, 0.505], [-4.336, -1.655, -0.702], [-3.411, -0.686, 1.031], [-2.475, -1.090, 0.644], [-3.638, -1.209, 1.958], [-3.280, 1.093, 2.327], [3.329, 0.137, -0.704], [5.347, -0.556, 0.516], [6.284, -1.585, 2.545], [6.174, -0.108, 3.499], [5.371, -1.571, 4.062]],
  "nbo_charge": [-0.630, -0.002, -0.229, -0.155, 0.089, -0.208, -0.196, 0.216, 0.248, -0.447, 0.675, -0.686, -0.449, 0.222, -0.777, 0.431, 0.436, 0.004, -0.573, 0.720, 0.641, -0.632, -0.799, 0.417, 0.407, -0.151, 0.035, -0.261, 0.043, -0.420, 0.042, -0.245, 0.213, 0.191, 0.192, 0.225, 0.257, 0.682, -0.639, -0.633, 0.437, -0.064, -0.408, 0.216, 0.207, -0.405, 0.215, 0.196, -0.407, 0.198, 0.214, -0.408, 0.210, 0.216, 0.235, 0.216, 0.215, 0.219, 0.225, 0.220],
  "lumo_energy_ha": -0.0103
}

---

{
  "formula": "C24H26N8S3SeY",
  "method": "the ωB97M-V functional and the def2-TZVPD basis",
  "symbols": ["Y", "S", "C", "N", "C", "C", "C", "C", "C", "C", "S", "H", "H", "H", "H", "Se", "C", "C", "C", "N", "C", "C", "H", "H", "H", "H", "N", "C", "S", "C", "C", "C", "N", "C", "C", "H", "H", "H", "H", "H", "H", "C", "N", "C", "N", "C", "N", "C", "N", "C", "C", "H", "H", "H", "H", "H", "H", "H", "H", "H", "H", "H", "H"],
  "positions_angstrom": [[0.212, -0.768, 0.245], [-1.918, -2.379, 0.191], [-2.645, -0.800, 0.218], [-1.913, 0.298, 0.249], [-2.695, 1.450, 0.231], [-2.225, 2.760, 0.245], [-3.144, 3.790, 0.213], [-4.517, 3.528, 0.168], [-4.993, 2.231, 0.153], [-4.065, 1.194, 0.183], [-4.346, -0.523, 0.165], [-1.162, 2.968, 0.279], [-2.799, 4.815, 0.222], [-5.218, 4.351, 0.143], [-6.055, 2.030, 0.116], [1.925, -2.829, 0.346], [3.399, -1.624, 0.197], [4.549, -1.974, -0.499], [5.585, -1.055, -0.583], [5.557, 0.167, -0.047], [4.458, 0.501, 0.616], [3.372, -0.350, 0.767], [4.644, -2.948, -0.960], [6.493, -1.317, -1.114], [4.443, 1.492, 1.059], [2.539, -0.020, 1.386], [0.535, 0.598, 7.643], [-0.196, -0.339, 7.018], [-1.191, -1.369, 7.801], [-0.053, -0.367, 5.516], [-0.415, -1.508, 4.813], [-0.293, -1.531, 3.439], [0.147, -0.480, 2.731], [0.487, 0.624, 3.407], [0.409, 0.722, 4.781], [0.479, 0.646, 8.647], [1.240, 1.143, 7.183], [-0.786, -2.371, 5.346], [-0.555, -2.418, 2.878], [0.830, 1.474, 2.827], [0.676, 1.665, 5.236], [0.324, -1.894, -2.873], [0.298, -1.868, -4.317], [-1.040, -1.462, -4.758], [-1.391, -0.134, -4.246], [-1.361, -0.162, -2.801], [-0.008, -0.544, -2.277], [0.978, 0.432, -2.839], [0.961, 0.464, -4.283], [1.268, -0.879, -4.789], [-0.392, 0.825, -4.724], [1.319, -2.172, -2.526], [-0.398, -2.614, -2.487], [-1.771, -2.190, -4.403], [-1.067, -1.439, -5.847], [-2.082, -0.890, -2.428], [-1.613, 0.827, -2.412], [1.978, 0.154, -2.489], [0.727, 1.427, -2.458], [2.267, -1.168, -4.457], [1.255, -0.856, -5.879], [-0.412, 0.847, -5.813], [-0.638, 1.821, -4.349]],
  "nbo_charge": [1.783, -0.237, -0.088, -0.712, 0.177, -0.253, -0.177, -0.201, -0.190, -0.251, 0.494, 0.213, 0.228, 0.233, 0.237, -0.279, -0.129, -0.290, 0.070, -0.408, 0.061, -0.351, 0.240, 0.209, 0.198, 0.181, -0.751, 0.056, -0.048, -0.042, -0.190, 0.071, -0.573, 0.038, -0.185, 0.424, 0.395, 0.268, 0.236, 0.201, 0.222, -0.082, -0.450, -0.081, -0.452, -0.072, -0.609, -0.077, -0.448, -0.081, -0.081, 0.226, 0.228, 0.208, 0.213, 0.220, 0.207, 0.212, 0.202, 0.206, 0.214, 0.215, 0.202],
  "total_charge": 1,
  "lumo_energy_ha": -0.1289
}

---

{
  "formula": "C24H26N8S3SeY",
  "method": "the ωB97M-V functional and the def2-TZVPD basis",
  "symbols": ["Y", "S", "C", "N", "C", "C", "C", "C", "C", "C", "S", "H", "H", "H", "H", "Se", "C", "C", "C", "N", "C", "C", "H", "H", "H", "H", "N", "C", "S", "C", "C", "C", "N", "C", "C", "H", "H", "H", "H", "H", "H", "C", "N", "C", "N", "C", "N", "C", "N", "C", "C", "H", "H", "H", "H", "H", "H", "H", "H", "H", "H", "H", "H"],
  "positions_angstrom": [[-0.990, -0.032, 0.965], [-0.534, 0.263, 3.569], [0.615, 1.325, 2.829], [0.526, 1.702, 1.559], [1.540, 2.595, 1.209], [1.668, 3.257, -0.010], [2.734, 4.119, -0.184], [3.661, 4.335, 0.839], [3.525, 3.710, 2.063], [2.452, 2.843, 2.238], [1.981, 1.966, 3.666], [0.928, 3.129, -0.789], [2.842, 4.645, -1.123], [4.486, 5.015, 0.677], [4.227, 3.898, 2.864], [-3.367, -1.372, 0.690], [-4.184, 0.252, 1.319], [-3.668, 1.526, 1.087], [-4.343, 2.651, 1.548], [-5.482, 2.588, 2.220], [-5.969, 1.369, 2.459], [-5.370, 0.191, 2.045], [-2.772, 1.724, 0.498], [-3.942, 3.640, 1.358], [-6.900, 1.332, 3.014], [-5.826, -0.762, 2.274], [-0.855, 0.830, -6.394], [-0.132, 1.524, -5.504], [0.835, 2.790, -5.858], [-0.328, 1.103, -4.080], [0.757, 1.071, -3.208], [0.536, 0.736, -1.892], [-0.681, 0.443, -1.401], [-1.723, 0.464, -2.245], [-1.586, 0.785, -3.583], [-0.786, 1.076, -7.369], [-1.348, -0.011, -6.147], [1.746, 1.327, -3.558], [1.361, 0.715, -1.189], [-2.687, 0.205, -1.823], [-2.465, 0.815, -4.212], [1.838, -1.597, 1.272], [2.709, -2.747, 1.273], [2.186, -3.732, 2.228], [0.834, -4.161, 1.863], [-0.040, -3.014, 1.860], [0.430, -1.959, 0.878], [0.498, -2.622, -0.471], [1.366, -3.774, -0.465], [2.710, -3.349, -0.063], [0.870, -4.741, 0.520], [2.216, -0.853, 0.563], [1.802, -1.156, 2.270], [2.169, -3.292, 3.226], [2.847, -4.599, 2.238], [-0.070, -2.557, 2.849], [-1.050, -3.311, 1.572], [0.869, -1.894, -1.194], [-0.516, -2.916, -0.753], [3.090, -2.623, -0.786], [3.370, -4.215, -0.061], [1.526, -5.611, 0.523], [-0.135, -5.061, 0.238]],
  "nbo_charge": [1.715, -0.221, -0.106, -0.711, 0.177, -0.255, -0.180, -0.200, -0.193, -0.251, 0.491, 0.222, 0.229, 0.233, 0.236, -0.291, -0.114, -0.338, 0.070, -0.403, 0.069, -0.283, 0.168, 0.202, 0.208, 0.237, -0.749, 0.054, -0.047, -0.030, -0.206, 0.053, -0.605, 0.057, -0.190, 0.425, 0.401, 0.263, 0.218, 0.243, 0.237, -0.074, -0.448, -0.081, -0.445, -0.076, -0.622, -0.067, -0.449, -0.080, -0.081, 0.203, 0.228, 0.211, 0.216, 0.233, 0.227, 0.205, 0.220, 0.201, 0.218, 0.216, 0.209],
  "total_charge": 1,
  "lumo_energy_ha": -0.1366
}

---

{
  "formula": "C24H26O6S3",
  "method": "the ωB97M-V functional and the def2-TZVPD basis",
  "symbols": ["C", "O", "C", "C", "C", "C", "C", "C", "S", "C", "C", "C", "C", "C", "C", "O", "O", "S", "C", "C", "C", "C", "C", "C", "O", "O", "C", "C", "H", "H", "H", "H", "H", "H", "H", "H", "H", "H", "H", "H", "H", "H", "H", "H", "H", "H", "C", "S", "C", "C", "O", "H", "H", "H", "H", "H", "H", "H", "H"],
  "positions_angstrom": [[-6.293, 0.124, -2.687], [-5.877, -0.157, -1.375], [-4.505, -0.361, -1.233], [-3.994, -0.484, 0.063], [-2.654, -0.677, 0.284], [-1.757, -0.743, -0.778], [-0.313, -0.897, -0.540], [0.635, -0.105, -1.010], [2.324, -0.499, -0.571], [2.551, -2.121, -1.308], [2.419, -3.247, -0.529], [2.623, -4.496, -1.081], [2.962, -4.615, -2.414], [3.087, -3.483, -3.193], [2.877, -2.235, -2.640], [3.302, 0.403, -1.287], [2.289, -0.645, 0.935], [0.221, 1.317, -2.026], [1.509, 2.517, -1.689], [2.303, 2.957, -2.720], [3.306, 3.874, -2.476], [3.516, 4.345, -1.196], [2.716, 3.900, -0.164], [1.712, 2.985, -0.411], [0.264, 0.800, -3.447], [-1.030, 1.961, -1.471], [-2.261, -0.617, -2.072], [-3.603, -0.444, -2.298], [-7.361, 0.341, -2.665], [-5.761, 0.997, -3.068], [-6.118, -0.741, -3.327], [-4.676, -0.393, 0.891], [-2.275, -0.751, 1.289], [-0.017, -1.721, 0.091], [2.181, -3.139, 0.516], [2.516, -5.378, -0.471], [3.135, -5.590, -2.843], [3.347, -3.573, -4.235], [2.991, -1.343, -3.234], [2.140, 2.566, -3.711], [3.933, 4.211, -3.284], [4.308, 5.053, -1.002], [2.884, 4.257, 0.839], [1.091, 2.624, 0.394], [-1.571, -0.594, -2.898], [-3.959, -0.354, -3.308], [-1.380, -0.730, 4.680], [-0.763, 0.813, 5.397], [0.255, 0.283, 6.798], [0.362, 1.393, 4.156], [-1.867, 1.788, 5.801], [-0.553, -1.383, 4.409], [-2.022, -1.237, 5.395], [-1.965, -0.506, 3.792], [1.040, -0.398, 6.473], [0.707, 1.150, 7.272], [-0.371, -0.217, 7.533], [1.305, 0.916, 4.014], [0.133, 2.298, 3.640]],
  "nbo_charge": [-0.252, -0.490, 0.329, -0.259, -0.174, -0.046, -0.066, -0.611, 2.068, -0.232, -0.225, -0.199, -0.186, -0.209, -0.192, -0.901, -0.903, 2.061, -0.202, -0.201, -0.206, -0.183, -0.192, -0.211, -0.914, -0.895, -0.164, -0.303, 0.200, 0.181, 0.173, 0.226, 0.207, 0.231, 0.240, 0.219, 0.219, 0.223, 0.244, 0.239, 0.218, 0.217, 0.222, 0.239, 0.237, 0.223, -0.827, 1.736, -0.829, -1.126, -0.888, 0.247, 0.220, 0.258, 0.247, 0.266, 0.233, 0.226, 0.238],
  "lumo_energy_ha": -0.0043
}